(1)
DFT (ωB97M-V/def2-TZVPD) results for a structure of composition C36H46AsBN6O2P2S2V.

Geometry as XYZ:
```
97
Properties=species:S:1:pos:R:3:lowdin_charge:R:1
As -1.46993 5.36036 -3.14826 1.32
V -0.04969 0.20971 -0.36103 0.32
S -0.86895 -1.89441 -0.99721 0.71
S -0.10071 0.51581 1.86208 0.78
P -2.04064 1.59035 -0.68885 0.98
P 2.52779 0.21165 -1.53680 0.44
O 2.79100 -0.25433 -0.16057 -0.28
O 1.23406 1.03576 -1.70558 -0.43
N -0.33296 -2.95748 1.52151 0.01
N 1.78535 0.26241 3.79548 -0.10
N -2.35836 -3.29915 0.79167 -0.10
N 3.42303 2.73434 -2.09290 0.17
N 2.75296 -2.50104 -1.79069 0.15
N 1.53635 -1.58696 2.66172 0.02
C -6.12219 4.50057 -3.51331 -0.08
C -0.28727 6.35850 -0.67195 -0.15
C 1.15556 -0.31200 2.75910 -0.59
C -4.39478 1.28559 -2.11503 -0.06
C -4.57247 0.19243 2.15458 -0.05
C -4.28903 5.24344 -2.14464 -0.13
C -5.13036 0.92631 -3.23386 -0.05
C -3.39628 5.02894 -3.19420 -0.42
C 2.45957 -1.81555 3.65513 -0.01
C -1.63836 3.34523 -0.93229 -0.38
C -1.01188 -3.67551 2.47936 0.00
C -4.50443 0.33188 -4.31959 -0.04
C -3.02472 1.03961 -2.08296 -0.37
C -0.09594 7.25496 0.36943 -0.09
C -2.13734 7.65463 -1.46349 -0.12
C -3.52477 -3.40223 -0.07841 0.00
C -1.31708 6.53729 -1.59402 -0.43
C -3.07243 1.47512 0.78096 -0.40
C 2.61494 -0.67394 4.36499 0.00
C 3.81283 1.29692 -2.27327 -0.15
C -1.94843 8.55370 -0.42383 -0.06
C -2.27002 -3.88941 2.03254 0.01
C -5.64154 4.97853 -2.30125 -0.07
C -3.89379 4.55449 -4.40746 -0.13
C -3.83508 0.33045 0.99250 -0.10
C -1.17799 -2.72025 0.51931 -0.63
C -3.80324 2.34503 2.90258 -0.05
C 2.43289 -1.29067 -2.60619 -0.17
C -0.93363 8.35354 0.49953 -0.07
C -4.55399 1.19863 3.11282 -0.04
C -0.97240 3.63817 -2.26657 -0.44
C -3.05983 2.48779 1.73967 -0.09
C -5.24675 4.28884 -4.56612 -0.08
C -3.13535 0.09043 -4.29584 -0.05
C 1.63704 1.62976 4.28001 0.01
C -2.40024 0.44144 -3.17666 -0.13
B 1.19088 -2.65906 1.57438 -0.42
H 4.78109 1.14952 -1.79443 0.13
H -2.49008 3.39421 1.59090 0.10
H 2.16845 -2.51787 -0.90943 0.09
H 2.41273 2.86277 -2.26674 0.14
H -1.22283 2.88972 -3.02398 0.04
H -1.00854 3.67106 -0.10048 0.08
H 2.91593 -2.77895 3.78059 0.13
H -4.41675 -3.26196 0.52765 0.11
H -3.94560 5.67221 -1.20964 0.10
H 1.49842 -2.21656 0.50210 0.02
H -2.93367 7.83634 -2.17654 0.11
H -2.65184 -0.36849 -5.14533 0.11
H 0.65812 2.00719 3.99610 0.07
H -3.47266 -2.62903 -0.84076 0.06
H 3.72994 -2.52834 -1.48566 0.18
H -3.09562 -4.42484 2.46128 0.14
H -7.18140 4.32380 -3.64380 0.11
H -1.32756 0.25739 -3.17234 0.08
H 0.39560 5.51952 -0.76635 0.08
H -5.08358 0.05527 -5.18934 0.12
H 2.42094 2.26014 3.86502 0.11
H 3.62015 3.06725 -1.14284 0.18
H 3.90999 1.13359 -3.34625 0.12
H 3.21578 -0.44709 5.22532 0.14
H -3.22647 4.41886 -5.25191 0.09
H -0.53383 -3.99386 3.38603 0.14
H 3.08436 -1.27584 -3.48097 0.12
H 2.56527 -3.35265 -2.32901 0.18
H 0.11838 3.63226 -2.17139 0.02
H 1.70847 1.61486 5.36454 0.11
H -6.19203 1.12241 -3.25903 0.12
H -3.54607 -4.38396 -0.54872 0.11
H -0.79130 9.05562 1.30834 0.11
H -6.32600 5.17591 -1.48737 0.11
H -2.59248 9.41776 -0.34102 0.12
H -3.87888 -0.43829 0.23203 0.09
H -5.62016 3.94426 -5.52126 0.11
H -4.89209 1.75865 -1.27610 0.12
H -5.14036 1.09564 4.01413 0.12
H -3.80801 3.13774 3.63756 0.12
H 1.78531 -3.65545 1.86254 0.10
H -2.59166 3.87325 -0.82072 0.07
H -5.17812 -0.68911 2.31063 0.11
H 3.94387 3.33849 -2.73973 0.19
H 0.71188 7.10731 1.07369 0.10
H 1.40380 -1.41824 -2.95452 0.09
```

expectation value of S² = 2.0386
frontier orbital gap (alpha / beta) = 5.61 / 6.41 eV
HOMO energy (alpha / beta) = -14.1 / -14.1 eV
net charge = +3
spin multiplicity = 3

(2)
DFT (ωB97M-V/def2-TZVPD) results for a cluster of 6 separate species, C29H45BrCl2NO11P in total.

Geometry as XYZ:
```
90
Properties=species:S:1:pos:R:3:lowdin_charge:R:1
Br 0.71199 5.67506 3.08240 0.59
Cl -4.04687 0.84844 4.60642 0.46
Cl -1.50428 -0.70971 3.27155 0.48
P -2.65834 3.86574 4.18885 0.94
O -4.83842 2.22740 1.67471 -0.05
O -0.35956 0.00122 -1.66132 0.04
O 0.93863 1.05856 -0.10334 0.06
O 6.81035 -5.22146 0.92850 0.03
O -0.16926 -3.56824 -4.62544 0.03
O -6.68284 -2.35638 -1.37472 0.03
O 8.95663 -5.91335 1.30973 0.09
O -4.53656 -3.04827 -0.99349 0.09
O 5.66251 -0.66925 -0.74995 0.02
O 3.81042 -2.00993 -0.69593 0.09
O 1.08673 -1.66869 -4.41387 0.09
N -5.52167 4.48914 1.07546 0.04
C 0.48657 0.03548 -0.59031 -0.45
C 6.97475 -3.04519 1.75102 -0.17
C -7.34713 -1.09432 -1.41616 -0.17
C -1.22063 6.08496 2.78106 -0.76
C -5.12218 -0.71309 -0.75164 -0.09
C -1.47715 1.17504 3.39002 -0.61
C 0.06419 -4.88610 -5.11992 -0.16
C 0.73485 -1.35236 -0.08195 -0.08
C -5.37592 -2.16376 -1.02972 -0.46
C 0.28874 -2.20038 -1.24611 -0.15
C 6.14607 -3.95940 0.88706 -0.17
C 4.42071 -1.06125 -1.16040 -0.44
C 5.17033 0.55934 -2.67038 -0.16
C 0.95395 -2.81448 -4.81100 -0.45
C 2.00144 -3.61339 -5.52561 -0.08
C -5.61987 3.77819 3.69500 -0.20
C -2.16279 4.72858 2.51388 -0.38
C -0.77139 -1.34561 -1.88985 -0.16
C -5.27277 3.40084 2.14113 -0.33
C 3.90908 -0.13379 -2.22070 -0.07
C -6.51845 -0.18011 -0.55220 -0.17
C -1.78996 6.97407 4.03830 -0.20
C -4.42275 4.51526 4.53167 -0.38
C 6.02186 0.53354 -1.42814 -0.17
C 8.11728 -5.02884 1.27350 -0.46
C -2.63291 1.94800 4.00007 -0.71
C -0.12561 1.91995 2.83838 -0.15
C 1.19386 -4.74645 -6.10647 -0.17
C 8.37102 -3.57817 1.55158 -0.09
H 3.44284 -0.68847 -3.03824 0.13
H 2.48314 -3.02196 -6.30766 0.13
H 5.12617 -4.06686 1.26768 0.13
H 0.11931 -1.52337 0.80556 0.11
H 1.12578 -2.33944 -1.94111 0.10
H 7.08956 0.51806 -1.66563 0.13
H 0.83332 1.23563 2.88278 0.10
H 1.79248 -1.50607 0.14432 0.10
H 8.85833 -3.12755 0.68251 0.13
H -1.28008 6.70752 1.76480 0.11
H -4.63619 4.28818 5.68440 0.10
H 6.10267 -3.62149 -0.15366 0.12
H -4.51175 -0.58441 0.14515 0.13
H -1.47854 6.47428 5.05432 0.08
H 8.98145 -3.44949 2.44837 0.13
H 0.79716 -4.45052 -7.08528 0.12
H -4.63487 -0.26247 -1.62071 0.14
H -2.95158 7.07560 3.88445 0.07
H -8.36703 -1.20178 -1.03554 0.13
H -1.63976 3.99968 1.76303 0.08
H -6.56023 4.53463 0.93134 0.09
H 6.86750 -1.98963 1.48748 0.11
H 3.19850 0.56549 -1.77136 0.13
H 0.32615 -5.53418 -4.27699 0.13
H -6.80978 -0.29784 0.49865 0.12
H -1.31879 8.06507 3.93722 0.09
H -6.62569 0.87544 -0.81574 0.12
H 5.00152 1.56839 -3.05570 0.12
H -0.84718 -1.53059 -2.96534 0.11
H -6.04948 2.83971 4.27001 0.10
H -7.39052 -0.75641 -2.45688 0.13
H 2.73737 -3.96886 -4.79907 0.14
H -1.75646 -1.49175 -1.43438 0.12
H 0.06910 2.84324 3.53016 0.03
H 5.65055 -0.02912 -3.46165 0.12
H -6.52470 4.55613 3.65282 0.12
H -0.07450 -3.18909 -0.95343 0.13
H 5.81776 1.38194 -0.76654 0.13
H 6.68342 -3.16292 2.80187 0.12
H -4.53913 5.67751 4.41546 0.08
H -3.11763 5.15483 1.93756 0.08
H -0.34042 2.20759 1.70501 0.08
H -5.22540 5.42613 1.42980 0.06
H -0.84506 -5.26913 -5.59235 0.13
H 1.76599 -5.66851 -6.23915 0.12
```

frontier orbital gap = 8.23 eV
HOMO energy = -8.1 eV

(3)
DFT (ωB97M-V/def2-TZVPD) results for the molecule C3H10N2S.

Geometry as XYZ:
```
16
Properties=species:S:1:pos:R:3:lowdin_charge:R:1
S -0.10928 3.10960 0.97826 0.69
N 0.44762 -0.56270 -0.66852 -0.07
N -1.14369 -2.12242 0.25489 0.01
C 0.11065 0.46879 0.31357 -0.34
C 0.44314 1.84500 -0.21747 -0.56
C 0.23898 -1.89343 -0.13084 -0.33
H 1.48763 2.03746 -0.36544 0.06
H -1.79522 -1.49647 -0.16595 0.05
H -0.15559 -0.48411 -1.48110 0.11
H -1.49658 -3.05986 0.24876 0.06
H 0.61466 -2.63060 -0.84193 0.10
H 0.67748 0.31482 1.22942 0.11
H -0.95405 0.43918 0.56413 0.10
H 0.87568 -2.01187 0.74768 0.11
H 0.81354 4.03771 0.70528 -0.16
H -0.05497 2.00890 -1.17074 0.07
```

frontier orbital gap = 9.95 eV
HOMO energy = -8.9 eV